1.
Density functional theory data (ωB97M-V/def2-TZVPD) for C15H25GaN4S as an isolated structure.

```
46
Properties=species:S:1:pos:R:3:forces:R:3
Ga 0.09206 0.48937 0.16592 -0.05 -0.10 0.48
C 2.63136 1.26488 0.46783 -0.03 0.10 -0.04
C 2.87212 0.94026 1.76198 -0.08 -0.05 0.09
C 1.80508 1.45661 2.58662 0.17 -0.07 -0.01
C 0.91399 2.12956 1.80516 -0.10 -0.11 -0.04
C 1.34547 1.98783 0.39099 0.26 0.14 -0.47
H 3.26706 1.07926 -0.38596 -0.02 -0.03 0.00
H 3.72670 0.39677 2.13632 0.01 0.03 0.01
H 1.76059 1.37499 3.66238 -0.03 -0.03 0.00
H 0.08393 2.72991 2.14124 0.00 0.00 0.00
H 1.23992 2.78191 -0.34275 -0.12 0.10 0.14
C -2.36527 1.74121 1.11705 0.14 0.01 -0.10
C -3.91287 1.75351 1.15174 -0.05 0.02 0.00
N -4.44238 0.60017 0.44247 0.04 -0.01 0.04
C -3.98400 -0.61978 1.08704 -0.04 -0.01 -0.01
C -2.43678 -0.70458 1.04130 0.10 0.02 -0.05
N -1.89655 0.52553 0.35764 -0.19 0.07 -0.11
C -2.46924 0.58861 -1.03755 0.07 -0.02 0.02
C -4.01794 0.62483 -0.94602 -0.04 0.01 -0.04
H -1.92215 1.69111 2.11059 -0.06 -0.01 0.02
H -1.96358 2.61482 0.59943 0.01 0.01 0.05
H -4.29591 2.66358 0.69213 0.00 -0.01 -0.01
H -4.26972 1.72740 2.18020 0.00 0.01 0.00
H -4.42269 -1.47678 0.57787 0.00 0.00 0.01
H -4.33648 -0.63045 2.11717 0.00 0.00 0.00
H -2.11052 -1.57032 0.46452 0.01 0.00 0.03
H -1.98574 -0.74845 2.03331 -0.02 -0.03 0.01
H -2.10855 -0.29040 -1.57625 -0.02 0.01 -0.01
H -2.06799 1.48511 -1.51668 -0.01 -0.01 -0.01
H -4.44781 -0.23103 -1.46450 0.00 0.00 0.00
H -4.40225 1.52725 -1.41926 0.00 -0.01 0.00
C 1.70566 -1.22748 -2.98970 0.03 0.01 0.01
N 2.51356 -1.62758 -1.84827 0.03 -0.05 -0.02
C 3.95647 -1.91904 -1.98985 -0.02 0.05 0.00
C 4.35470 -2.43529 -0.59226 0.01 0.00 0.01
N 3.11742 -2.21599 0.17159 -0.10 -0.07 -0.03
C 2.12949 -1.81364 -0.60667 -0.01 0.05 0.07
S 0.47815 -1.70990 -0.01373 0.02 -0.06 -0.05
H 2.06918 -1.75605 -3.86854 -0.02 -0.01 0.00
H 1.79284 -0.15503 -3.16955 0.00 0.01 -0.01
H 0.66777 -1.50255 -2.82233 0.00 0.02 0.01
H 4.48522 -1.00853 -2.27115 0.01 0.00 0.00
H 4.09740 -2.66166 -2.77294 0.01 0.00 0.00
H 5.17595 -1.87032 -0.15824 0.00 -0.01 0.00
H 4.61090 -3.49309 -0.59435 0.01 0.01 0.00
H 2.96545 -2.50652 1.12408 0.05 0.01 0.02
```
Positions in Å, forces in eV/Å.

Properties
LUMO	-0.249	Ha
max |F|	0.56	eV Å⁻¹
net charge	+2
relative energy (zero: lowest compared OMol25 entry of this formula, charge and spin)	0.0	kJ/mol
E_HOMO	-14.7	eV
gap between HOMO and LUMO	7.92	eV

***

2.
Density functional theory data (ωB97M-V/def2-TZVPD) for a 4-piece molecular cluster, C26H44NO7 overall at a distorted geometry.

```
78
Properties=species:S:1:pos:R:3:forces:R:3
C 2.70283 -1.70989 1.58642 0.31 0.89 0.05
C 2.46056 -0.22374 1.16930 -1.04 0.63 0.59
O 1.38867 0.30282 1.42949 0.66 -0.71 -0.33
O 3.41703 0.56983 0.54260 -0.97 -1.73 -0.14
C 2.90339 1.09392 -0.71491 1.15 0.67 -1.15
C 2.87255 2.66013 -0.70676 0.06 -0.48 0.78
C 1.64921 3.28284 0.05414 -0.45 0.86 -1.00
C 0.24245 2.89234 -0.57360 0.08 -0.71 0.90
C -0.89460 3.14207 0.49509 1.55 0.80 -0.33
N -2.06344 2.23465 0.36531 -2.00 -1.16 0.59
C -2.35019 1.50458 -0.77231 -1.27 -1.15 -0.48
C -3.47396 0.58711 -0.87668 0.65 1.41 2.15
C -4.35797 0.42378 0.28365 2.01 0.90 -0.93
C -5.53162 -0.59050 0.18206 -0.18 0.34 0.45
O -6.38239 -0.58193 1.01918 0.52 -0.20 -0.32
O -5.54711 -1.48259 -0.89718 0.11 1.78 0.51
C -4.07633 1.22550 1.46826 1.40 0.02 -2.00
C -2.90943 2.12735 1.46786 -1.73 -1.42 0.80
C -2.69368 2.94750 2.78003 0.08 0.71 -1.08
H 2.99166 -1.67405 2.67802 -0.20 -0.20 -1.14
H 1.69988 -2.20965 1.52702 1.05 0.47 0.01
H 3.47832 -2.22911 0.96709 -0.68 0.54 0.58
H 3.66735 0.78874 -1.49011 -0.77 0.24 0.83
H 1.94673 0.60254 -1.01948 0.68 0.51 0.52
H 3.80129 2.99715 -0.15853 -0.88 -0.39 -0.65
H 2.98132 3.01925 -1.76151 -0.39 -0.19 0.85
H 1.64830 3.00240 1.13669 0.19 0.11 -0.95
H 1.75020 4.40454 -0.04153 -0.06 -1.07 0.40
H 0.28616 1.77783 -0.73307 -0.16 1.09 -0.05
H 0.02024 3.42182 -1.53281 0.31 -0.50 0.74
H -1.26011 4.21039 0.46341 0.25 -1.16 0.03
H -0.41239 2.97562 1.49946 -0.79 -0.03 -1.04
H -1.70966 1.59145 -1.68945 -0.49 0.21 1.25
H -3.61446 0.03093 -1.83603 0.22 0.59 1.13
H -5.84862 -0.94663 -1.66185 0.18 -0.64 0.22
H -4.70631 1.15434 2.38606 0.64 0.05 -1.02
H -2.98894 4.01331 2.54131 0.34 -0.98 0.29
H -3.35534 2.61361 3.61407 0.60 -0.02 -0.91
H -1.62843 2.98601 3.11301 -0.93 -0.24 -0.23
C 5.57617 -5.51521 -1.52402 0.13 -0.11 -0.30
C 6.26252 -5.07545 -0.24540 -0.06 -0.09 0.33
C 6.26289 -3.56481 -0.39277 0.16 0.23 -0.12
O 5.09761 -3.22178 -1.15812 0.02 -0.24 0.09
C 4.54271 -4.42081 -1.71793 -0.24 0.11 0.07
H 5.13558 -6.51069 -1.46634 0.00 0.06 0.00
H 6.29122 -5.50514 -2.35164 -0.06 -0.03 0.02
H 5.65844 -5.36682 0.61907 0.06 0.01 -0.01
H 7.26219 -5.49070 -0.11757 -0.04 0.05 -0.01
H 7.14192 -3.21959 -0.94645 0.05 -0.01 0.08
H 6.23359 -3.04936 0.56942 -0.05 0.06 -0.07
H 3.61789 -4.64827 -1.17570 -0.03 -0.08 -0.06
H 4.29811 -4.25521 -2.76869 0.01 0.10 0.05
C -1.34960 -1.53960 4.98621 -0.19 -0.11 0.27
C -0.72965 -0.17080 4.78235 -0.08 0.27 -0.27
C 0.71962 -0.42395 5.15479 0.28 -0.04 0.21
O 1.00201 -1.78925 4.81944 -0.33 0.18 -0.04
C -0.23199 -2.45967 4.52993 0.21 -0.14 -0.22
H -2.27723 -1.68965 4.43236 0.05 -0.03 0.01
H -1.55603 -1.69965 6.04820 -0.02 -0.01 -0.07
H -0.79978 0.11555 3.72713 0.06 0.00 0.00
H -1.19222 0.61562 5.38103 0.05 -0.04 0.04
H 0.88070 -0.30204 6.23088 -0.02 0.10 -0.02
H 1.41009 0.23383 4.62278 0.04 -0.10 -0.01
H -0.27615 -2.63030 3.44816 -0.09 -0.05 0.00
H -0.25060 -3.42637 5.03555 0.10 0.04 -0.02
C -3.85738 1.07151 -5.90129 -0.14 -0.25 0.08
C -4.19889 2.43469 -5.32613 0.01 0.26 -0.19
C -3.45243 2.41199 -4.00596 0.02 0.00 0.16
O -2.29473 1.58817 -4.19339 -0.22 0.00 0.13
C -2.42183 0.88570 -5.44163 0.27 -0.02 -0.24
H -3.96804 1.01133 -6.98350 0.03 0.00 0.06
H -4.49671 0.30698 -5.44892 0.02 0.00 -0.07
H -3.79553 3.22098 -5.96988 -0.05 -0.01 0.06
H -5.26867 2.60723 -5.20804 0.06 -0.01 0.02
H -4.06056 1.95966 -3.21392 -0.14 0.12 0.00
H -3.14397 3.40851 -3.68200 0.07 -0.06 0.04
H -1.71707 1.33061 -6.15044 -0.02 -0.06 -0.02
H -2.15733 -0.16347 -5.30121 0.05 0.07 0.09
```
Positions in Å, forces in eV/Å.

Properties
LUMO	-0.165	Ha
max |F|	2.65	eV Å⁻¹
net charge	+1
E_HOMO	-11.1	eV
gap between HOMO and LUMO	6.64	eV

***

3.
Density functional theory data (ωB97M-V/def2-TZVPD) for C10H16BrCl3OPb as an isolated structure at a distorted geometry.

```
32
Properties=species:S:1:pos:R:3:forces:R:3
C 2.21257 0.60119 -0.70647 0.04 1.58 2.33
C 2.08517 1.56454 0.34247 -0.06 -0.74 -1.45
C 1.06965 2.49074 -0.03928 0.17 -0.72 -0.58
C 2.81348 1.64806 1.63273 0.02 -0.49 0.21
C 0.55207 2.09449 -1.31899 1.30 -1.92 -1.14
C 1.25498 0.92633 -1.73705 -1.53 2.89 0.43
C 1.21062 0.30775 -3.08022 -0.02 -0.44 -0.05
C 3.21079 -0.48934 -0.75459 0.36 -0.30 0.34
C 0.59888 3.65550 0.73838 -0.40 0.41 0.53
C -0.48014 2.82096 -2.09520 -0.64 0.14 -0.15
Pb -0.72203 -0.98674 1.23411 0.25 1.85 -0.06
Cl -0.10911 0.90917 3.15651 0.55 -0.14 1.20
Cl 1.53672 -1.99590 1.45642 1.16 -1.00 0.51
Cl -1.95806 1.22383 0.85730 -1.24 0.67 -1.06
H 3.50579 0.81029 1.69946 0.15 -0.05 0.16
H 2.09438 1.54793 2.46203 0.35 0.13 -0.16
H 3.38738 2.57347 1.73671 0.01 0.12 0.02
H 0.49782 3.37730 1.78932 -0.02 -0.14 0.07
H -0.38825 4.01435 0.42088 0.19 -0.25 -0.10
H 1.26404 4.53111 0.72279 0.22 -0.19 -0.21
H -1.37168 3.01737 -1.49394 0.02 -0.02 0.17
H -0.84413 2.22459 -2.93517 0.15 0.00 -0.05
H -0.15232 3.79277 -2.49173 0.14 -0.06 0.00
H 0.23990 0.44328 -3.56116 0.06 -0.01 0.05
H 1.40741 -0.76977 -3.01159 -0.10 0.18 -0.09
H 1.98356 0.75700 -3.72000 -0.04 -0.09 -0.08
H 3.31434 -0.98381 0.23226 -0.02 0.37 -0.67
H 4.18523 -0.05798 -1.02518 0.05 -0.21 -0.16
H 2.92592 -1.26293 -1.47696 0.15 0.13 0.11
O -0.60409 -1.31568 -0.86399 -0.24 0.64 -0.68
H -0.51751 -2.24716 -1.02198 0.16 -0.83 -0.01
Br -2.22753 -2.91428 2.02644 -1.20 -1.49 0.55
```
Positions in Å, forces in eV/Å.

Properties
LUMO (spin up / spin down)	0.185 / 0.185	Ha
max |F|	3.30	eV Å⁻¹
net charge	-2
E_HOMO (spin up / spin down)	-1.2 / 0.0	eV
gap between HOMO and LUMO (spin up / spin down)	6.18 / 5.05	eV

***

| no. | total energy (hartree) |
| --- | --- |
| 1 | -3128.01412 |
| 2 | -1598.21315 |
| 3 | -4613.41615 |